# 1
Below is a 7-piece molecular cluster, C44H33N2O12 overall, with properties calculated with wB97M-V/def2-TZVPD.

Last column: Löwdin charge in e.
Cartesian coordinates (Å):
C: -4.68410 4.33738 -0.35443  0.100
C: -3.60623 3.75972 -0.45262  -0.089
C: -2.21193 3.01222 -0.52335  -0.080
N: -1.81301 2.81716 0.92399  -0.144
C: -2.08873 1.59895 1.46640  0.026
C: -1.71796 1.22516 2.86842  0.059
C: -1.06950 2.37811 3.57626  0.073
C: -0.92608 3.62687 2.74483  -0.205
C: -0.27930 4.87766 3.51060  -0.022
N: -1.24580 3.88944 1.44963  0.184
H: -5.67864 4.68420 0.04821  0.073
H: -1.45138 3.67508 -1.04027  0.139
H: -2.36031 2.03574 -1.06418  0.131
H: -2.61794 0.82220 0.83984  0.158
H: -1.92454 0.22757 3.33307  0.134
H: -0.71074 2.33708 4.63753  0.123
H: -0.27605 4.72996 4.62828  0.088
H: -0.99177 5.74362 3.28766  0.096
H: 0.74284 5.14458 3.11623  0.094
C: 3.54505 -1.84544 4.65482  0.036
C: 2.65060 -1.03296 5.21700  0.026
C: 1.56989 -0.41680 4.41886  -0.371
O: 0.74880 0.32919 4.92452  0.068
C: 1.51618 -0.73481 2.97764  0.018
C: 2.40757 -1.54589 2.41411  0.030
C: 3.49164 -2.16521 3.20929  -0.375
O: 4.30440 -2.90666 2.69681  0.119
H: 4.34425 -2.30588 5.22186  0.128
H: 2.67336 -0.78852 6.27171  0.125
H: 0.71684 -0.27423 2.41087  0.090
H: 2.38162 -1.78831 1.35924  0.116
C: 0.58559 -0.89236 -2.31725  0.008
C: 0.69414 -1.47957 -3.50821  0.027
C: 0.42220 -2.92512 -3.67819  -0.364
O: 0.52270 -3.46206 -4.76273  0.125
C: 0.02418 -3.69149 -2.47605  0.034
C: -0.08374 -3.10340 -1.28598  0.029
C: 0.18774 -1.66019 -1.11679  -0.380
O: 0.08744 -1.12038 -0.02560  0.050
H: 0.78111 0.16209 -2.17355  0.097
H: 0.98296 -0.93499 -4.39515  0.101
H: -0.17177 -4.74474 -2.61746  0.079
H: -0.37294 -3.64942 -0.39620  0.123
C: -5.04159 2.87192 4.85251  0.020
C: -4.38105 3.95541 4.44667  0.006
C: -4.29462 5.16392 5.29661  -0.387
O: -3.69320 6.15270 4.92431  0.100
C: -4.96737 5.12237 6.61341  0.027
C: -5.62833 4.03853 7.01964  0.030
C: -5.71556 2.82982 6.17068  -0.384
O: -6.31470 1.84108 6.53884  0.121
H: -5.11618 1.97873 4.24423  0.119
H: -3.88198 3.99945 3.48569  0.102
H: -4.89264 6.01511 7.22139  0.127
H: -6.12684 3.99154 7.97967  0.128
C: 0.98018 1.63017 -6.56797  0.029
C: 0.81573 2.42556 -7.62431  0.036
C: -0.02917 3.63848 -7.54757  -0.378
O: -0.18175 4.36251 -8.50801  0.131
C: -0.68236 3.93360 -6.25163  0.033
C: -0.51692 3.13741 -5.19661  0.018
C: 0.32751 1.92576 -5.27431  -0.361
O: 0.48096 1.19729 -4.30769  0.054
H: 1.59401 0.73865 -6.60650  0.126
H: 1.28675 2.22424 -8.57827  0.130
H: -1.29614 4.82480 -6.21264  0.127
H: -0.98774 3.33810 -4.24221  0.110
C: 5.91518 -0.60996 -1.92859  0.030
C: 5.61602 -0.30161 -0.66677  0.026
C: 4.57343 0.69835 -0.34814  -0.389
O: 4.29923 0.98231 0.80238  0.090
C: 3.87468 1.34154 -1.48339  0.013
C: 4.17310 1.03379 -2.74441  0.022
C: 5.21626 0.03325 -3.06410  -0.384
O: 5.48682 -0.24896 -4.21342  0.116
H: 6.67540 -1.33858 -2.18051  0.127
H: 6.11657 -0.76320 0.17542  0.125
H: 3.11411 2.07018 -1.23117  0.118
H: 3.67185 1.49541 -3.58633  0.118
C: -1.05130 -8.50751 -0.85536  0.022
C: -0.39374 -9.66505 -0.90821  0.029
C: 0.72929 -9.86770 -1.85096  -0.382
O: 1.32756 -10.92198 -1.90135  0.122
C: 1.09395 -8.73434 -2.73096  0.032
C: 0.43608 -7.57722 -2.67760  0.023
C: -0.68665 -7.37537 -1.73457  -0.370
O: -1.28858 -6.31652 -1.68293  0.077
H: -1.87537 -8.34205 -0.17275  0.122
H: -0.64722 -10.50334 -0.27139  0.126
H: 1.91784 -8.89951 -3.41380  0.127
H: 0.68987 -6.73907 -3.31511  0.115

**Highest occupied orbital energy**: -0.4350 Eh
**Net charge**: +1

***

# 2
Below is C4H5O2V as an isolated structure, with properties calculated with wB97M-V/def2-TZVPD.

Last column: Mulliken spin population.
Cartesian coordinates (Å):
O: -1.59170 -2.14650 -0.57424  -0.001
C: -1.21410 -0.84698 -0.86031  -0.001
H: -0.45645 -1.67492 0.72706  0.000
H: -1.94108 -0.03727 -1.10947  0.000
H: -0.41663 -0.89195 -1.64069  0.001
C: -0.62147 -0.40783 0.49584  -0.001
C: 0.10977 0.87989 0.45746  -0.004
C: 1.31876 1.03153 0.94515  -0.009
O: 2.48307 1.21600 1.02811  -0.002
V: 3.99139 1.49890 -0.65446  4.015
H: -1.39230 -0.36812 1.27914  -0.002
H: -0.26926 1.74725 -0.09358  0.004

**2S+1**: 5
**Relative energy (zero: lowest compared OMol25 entry of this formula, charge and spin)**: 490.1 kJ/mol
**Highest occupied orbital energy (alpha / beta)**: -0.2064 / -0.2063 Eh